# 1
{
  "formula": "C2H4ClOP",
  "method": "ωB97M-V/def2-TZVPD",
  "homo_energy_ha": -0.344,
  "orbital_gap_ev": 9.13,
  "lumo_energy_ev": -0.22,
  "e_tot_ha": -955.3619,
  "species": ["C", "C", "O", "P", "Cl", "H", "H", "H", "H"],
  "xyz": [[-1.165036, -0.109988, 0.270740], [0.225264, -0.125675, -0.290562], [2.632569, 1.211353, -0.646678], [1.774188, 0.789558, 0.418279], [1.006977, -1.687941, 0.202045], [-1.437506, 0.959413, 0.485439], [-2.008038, -0.558134, -0.326270], [-1.422368, -0.573401, 1.277866], [0.393948, 0.094817, -1.390856]],
  "forces_ev_per_a": [[-2.4594, 1.1232, 1.2503], [1.1071, 0.0933, -0.7243], [1.3173, 0.6330, -2.4514], [-2.1906, -0.8164, 3.0720], [0.3209, -0.2781, -0.4847], [0.0133, -0.7068, -0.5624], [1.2091, 0.5386, -0.1455], [1.4590, 0.2585, -1.0231], [-0.7767, -0.8453, 1.0690]]
}

---

# 2
{
  "formula": "C2H4ClOP",
  "method": "ωB97M-V/def2-TZVPD",
  "homo_energy_ha": -0.357,
  "smiles": "O=CPCCl",
  "orbital_gap_ev": 9.91,
  "lumo_energy_ev": 0.21,
  "e_tot_ha": -955.3154,
  "species": ["O", "C", "P", "C", "Cl", "H", "H", "H", "H"],
  "xyz": [[0.855006, 0.087511, 2.320206], [0.043660, 0.084240, 1.420641], [-0.096872, 1.368604, 0.202811], [0.469081, -0.170694, -1.086646], [-1.105045, -0.958869, -1.481013], [-0.700575, -0.731046, 1.254407], [-1.496406, 1.003469, 0.085705], [1.225263, -0.853842, -0.744344], [0.805889, 0.170628, -1.971768]],
  "forces_ev_per_a": [[-0.4952, -0.3324, -0.4903], [0.3911, -0.8500, 2.1133], [0.2277, -0.6443, -2.2982], [-2.7017, 0.7390, 2.7528], [0.5585, -0.6174, -0.1317], [0.4126, -0.1485, 0.4212], [0.7124, 0.5568, -0.3254], [-0.1235, -0.3979, 0.8249], [1.0181, 1.6949, -2.8667]]
}

---

# 3
{
  "formula": "C2H4ClOP",
  "method": "ωB97M-V/def2-TZVPD",
  "homo_energy_ha": -0.335,
  "orbital_gap_ev": 9.01,
  "lumo_energy_ev": -0.10,
  "e_tot_ha": -955.3145,
  "species": ["C", "C", "O", "P", "Cl", "H", "H", "H", "H"],
  "xyz": [[0.528427, 0.970763, -0.970014], [0.039287, -1.027612, 0.833840], [-1.900312, 0.857576, 0.281969], [-0.540709, 0.525224, 0.204290], [-0.739353, -1.906713, -0.483826], [0.285585, 2.036750, -1.237264], [1.589629, 0.921547, -0.918176], [-0.307990, -1.348087, 1.854820], [1.045434, -1.029445, 0.434365]],
  "forces_ev_per_a": [[-0.7833, 3.1111, 0.6059], [-0.6624, 0.0319, 0.3920], [-4.8688, 1.3900, 0.9008], [5.2012, -0.4055, -1.4356], [-1.0524, -2.1055, -0.5051], [-0.1150, -1.1401, -0.4787], [0.6865, -0.7631, 0.2795], [0.9323, 0.1281, -1.1835], [0.6620, -0.2470, 1.4247]]
}

---

# 4
{
  "formula": "C2H4ClOPS2",
  "method": "ωB97M-V/def2-TZVPD",
  "homo_energy_ha": [-0.320, -0.322],
  "orbital_gap_ev": [5.14, 5.20],
  "lumo_energy_ev": [-3.56, -3.56],
  "e_tot_ha": -1751.7185,
  "species": ["C", "C", "O", "P", "S", "S", "Cl", "H", "H", "H", "H"],
  "xyz": [[-0.428819, -0.638678, 0.074061], [0.834004, 0.202253, -0.116267], [-0.529798, -1.710860, -0.833552], [0.487039, -2.979535, -0.973974], [0.103444, -3.762322, -2.729897], [2.299042, -0.547563, 0.623051], [-0.094472, -4.190707, 0.534171], [-0.501544, -0.994622, 1.105932], [-1.300930, -0.021935, -0.158722], [1.023979, 0.347361, -1.179248], [0.689183, 1.165183, 0.370828]],
  "forces_ev_per_a": [[-0.2055, 0.4324, 0.5108], [0.6045, -0.3652, -0.0292], [0.8462, -0.8199, -0.3196], [-1.4021, 1.4223, -0.6234], [1.0228, 0.3835, 1.1761], [-1.0086, -1.3496, -0.9587], [0.3713, 0.0414, 0.2323], [0.0026, 0.0067, -0.0656], [0.0736, -0.0519, 0.0523], [-0.1724, 0.2158, -0.0064], [-0.1325, 0.0845, 0.0313]]
}

---

# 5
{
  "formula": "C2H4ClPS3",
  "method": "ωB97M-V/def2-TZVPD",
  "homo_energy_ha": [-0.344, -0.321],
  "orbital_gap_ev": [6.92, 6.45],
  "lumo_energy_ev": [-2.43, -2.28],
  "e_tot_ha": -2074.6792,
  "species": ["C", "C", "P", "S", "S", "S", "Cl", "H", "H", "H", "H"],
  "xyz": [[-0.382314, 0.573071, 0.149427], [0.123031, -0.843391, 0.122479], [-3.442351, -0.192061, -0.148205], [-4.173471, 0.742991, -1.704361], [-1.959813, 0.740025, 1.156344], [-0.747297, -1.993178, -0.955855], [-4.946558, -0.530635, 1.138824], [0.293120, 1.269356, 0.598036], [-0.527224, 1.035472, -0.829817], [1.212795, -0.821795, -0.143018], [-0.133230, -1.129250, 1.095000]],
  "forces_ev_per_a": [[-1.6348, 0.7845, -1.1541], [0.2577, 0.5465, -1.0206], [0.8828, 0.7788, -0.7941], [0.6824, -0.3751, 0.6052], [-0.0091, -0.2155, -0.9077], [-0.2355, 0.4387, -0.1862], [-0.0236, -0.2343, 0.5644], [0.5242, 0.1727, 0.9067], [-0.3522, -0.3259, -0.1440], [-0.8774, -0.4032, 0.4183], [0.7856, -1.1672, 1.7122]]
}

---

# 6
{
  "formula": "C2H4F2N2S",
  "method": "ωB97M-V/def2-TZVPD",
  "homo_energy_ha": -0.343,
  "orbital_gap_ev": 9.38,
  "lumo_energy_ev": 0.05,
  "e_tot_ha": -785.8776,
  "species": ["C", "C", "H", "H", "H", "H", "N", "N", "F", "F", "S"],
  "xyz": [[0.474539, 0.268168, -0.447954], [-0.633906, -0.935992, -0.428477], [0.748435, -0.540698, 2.444508], [1.871522, 1.377144, 0.470477], [0.953792, -0.350260, -2.116423], [-0.881464, -1.246094, 0.612684], [0.632610, 1.006688, 0.508219], [1.395470, 0.387517, -1.419604], [-0.032713, -1.689109, -1.440722], [-1.850948, -0.337912, -1.004943], [0.063771, 0.828163, 2.014877]],
  "forces_ev_per_a": [[1.0581, -5.7152, -8.8545], [0.6438, 4.5083, -3.1207], [-1.2632, 2.6741, -0.7639], [-4.9792, -0.8819, -0.1336], [2.0556, 2.1534, 0.9951], [0.2761, -0.9480, -1.2881], [6.5822, 7.1803, 7.2767], [-4.4927, -3.1243, -0.1636], [-2.4371, -1.2445, 2.1382], [2.2882, -1.7209, 1.2954], [0.2684, -2.8811, 2.6190]]
}

---

# 7
{
  "formula": "C2H4F2Si",
  "method": "ωB97M-V/def2-TZVPD",
  "homo_energy_ha": -0.344,
  "orbital_gap_ev": 9.69,
  "lumo_energy_ev": 0.32,
  "e_tot_ha": -567.7114,
  "species": ["C", "C", "F", "F", "Si", "H", "H", "H", "H"],
  "xyz": [[2.467171, 0.193633, 0.025383], [1.422076, -0.603014, 0.024137], [2.293356, 1.533548, 0.009339], [1.584674, -1.939971, 0.042568], [-0.943805, 0.125576, 0.033153], [3.514201, -0.087574, 0.032866], [-1.549321, -0.805025, 0.972519], [-0.844978, 1.505077, 0.478627], [-1.352458, -0.050080, -1.352016]],
  "forces_ev_per_a": [[0.2620, 0.1341, -0.0175], [-3.4689, 0.7709, 0.0501], [-0.0911, 0.0890, -0.0029], [0.1474, 0.0342, -0.0155], [3.9082, -1.0692, -0.0594], [-0.1172, -0.1335, 0.0059], [-0.2353, -0.0952, 0.1477], [-0.1849, 0.2588, 0.0840], [-0.2202, 0.0107, -0.1925]]
}

---

# 8
{
  "formula": "C2H4F2Si",
  "method": "ωB97M-V/def2-TZVPD",
  "homo_energy_ha": -0.394,
  "smiles": "F[SiH3].C#CF",
  "orbital_gap_ev": 11.41,
  "lumo_energy_ev": 0.70,
  "e_tot_ha": -567.7391,
  "species": ["F", "Si", "H", "H", "H", "C", "C", "F", "H"],
  "xyz": [[1.826094, -1.746938, 0.846480], [0.347498, -1.377390, 1.342226], [-0.549002, -2.580782, 0.940161], [-0.158994, -0.141901, 0.686190], [0.623927, -1.447100, 2.695527], [-0.974991, 1.412878, -1.368548], [-0.240411, 2.195294, -1.892827], [0.595302, 2.841847, -2.600174], [-1.469423, 0.844092, -0.649034]],
  "forces_ev_per_a": [[0.2582, 0.1879, -0.7123], [-0.6482, -1.6024, -2.1157], [0.5193, 1.0635, 0.2735], [0.2526, -0.2147, 0.4625], [-0.3014, 0.4774, 2.2092], [0.5206, 0.7566, -0.0315], [0.0286, -0.6443, -0.2656], [0.0803, 0.4562, -0.1288], [-0.7099, -0.4803, 0.3087]]
}